# 1
57
Properties=species:S:1:pos:R:3 method="wB97M-V/def2-TZVPD" relative_energy_ev=17.2429 max_force_ev_per_a=19.7 homo_lumo_gap_ev=7.25 charge=0 total_energy_ev=-52134.59770 homo_ev=-8.286
C -6.3511 -2.8724 0.2261
C -5.1475 -2.8996 -0.9166
C -3.8253 -3.3906 -0.4313
C -3.2936 -2.7267 0.7188
N -3.0093 -1.5132 0.2162
C -1.8404 -1.0058 0.1650
O -0.8833 -1.7602 0.4300
C -1.6578 0.4952 -0.4698
C -0.4050 0.9376 -0.6549
N 0.0946 2.0844 -1.0186
C 1.3620 2.4784 -1.1657
O 1.8232 3.3952 -1.7013
C 2.1490 0.8700 -0.9085
C 3.4965 1.1249 -0.8136
C 4.4578 0.0399 -0.6135
C 5.7126 0.4832 -0.2034
C 6.8419 -0.4856 0.1126
C 6.5070 -1.7171 0.3708
C 5.3672 -2.0522 0.0520
C 4.2064 -1.2684 -0.1529
O 2.8983 -1.7718 -0.6062
C 2.3709 -2.8251 0.1560
F 2.7769 -2.9487 1.3684
F 2.9705 -3.9614 -0.4287
H 1.3945 -2.7848 -0.3698
H 5.1613 -3.1863 0.2680
H 7.3450 -2.5169 0.5909
H 7.8427 0.2261 0.1507
H 5.9066 1.5252 -0.3925
H 3.9322 1.9393 -1.1230
S 0.9922 -0.0607 -0.3230
C -0.8560 3.2269 -1.3960
H -0.2175 3.9893 -1.8644
C -1.3072 3.8270 -0.0120
C -0.1786 4.5866 0.7866
O 0.0707 4.3736 2.1341
C 0.6971 2.9330 2.0229
H 0.8653 2.7852 3.5194
H 1.6030 2.9666 1.6625
H -0.0721 2.2331 1.9211
H 0.8779 4.4979 0.3859
H -0.5166 5.7844 1.1527
H -2.1402 4.6411 -0.2457
H -1.8178 3.0987 0.7048
H -1.7944 2.9650 -1.9098
C -2.6505 1.1418 -0.5738
N -3.7490 1.6010 -0.6699
H -3.6732 -0.8563 0.2277
H -2.3814 -3.0747 0.9335
H -4.1481 -2.6077 1.6596
H -3.2455 -3.4744 -1.2790
H -4.1329 -4.4587 -0.1100
H -5.4470 -3.4318 -1.8597
H -5.0677 -1.9603 -1.1870
H -6.0485 -2.2565 1.0687
H -7.2978 -2.4545 -0.0940
H -6.5681 -3.9283 0.4898



# 2
50
Properties=species:S:1:pos:R:3 method="wB97M-V/def2-TZVPD" relative_energy_ev=0.0000 max_force_ev_per_a=0.6 homo_lumo_gap_ev=5.56 charge=+3 total_energy_ev=-60315.12450 homo_ev=-17.599
V -0.4736 -0.1661 -0.4384
N -0.2731 1.9273 -0.8186
C 0.7536 2.5814 0.0387
C 0.7334 1.8703 1.3632
O 1.0877 2.3165 2.4093
N 0.1886 0.5573 1.2229
C -0.0693 -0.0279 2.5145
C -1.4929 -0.0944 2.9136
O -2.5477 -0.1468 3.2505
O -1.8831 -0.5315 0.0760
H -0.0963 2.1413 -1.7983
H -1.1884 2.3397 -0.6238
H 0.5541 3.6416 0.1862
H 1.7369 2.4807 -0.4230
H 0.3737 0.6145 3.3021
H 0.3056 -1.0479 2.6612
O 0.5348 -1.6596 -0.5264
C 1.4504 -2.5758 -0.2366
C 2.6847 -2.1220 0.4669
C 3.3389 -3.1785 1.3663
C 4.2000 -4.1785 0.5970
C 3.5403 -4.6878 -0.6844
C 2.0613 -5.0007 -0.5337
N 1.1907 -3.7829 -0.6033
H 2.4034 -1.2298 1.0320
H 3.3831 -1.7753 -0.3053
H 2.5601 -3.6952 1.9355
H 3.9508 -2.6577 2.1021
H 4.4262 -5.0171 1.2561
H 5.1579 -3.7222 0.3434
H 4.0320 -5.6049 -1.0087
H 3.6686 -3.9841 -1.5124
H 1.8333 -5.5141 0.4015
H 1.7091 -5.6273 -1.3503
H 0.2910 -3.9211 -1.0540
N -2.2044 -0.6173 -7.3567
C -1.0579 -0.7869 -6.6799
O -0.0199 -1.2199 -7.1218
C -1.0648 -0.4712 -5.1889
C -2.1465 -0.6596 -4.3379
C -1.9777 -0.4902 -2.9776
N -0.7869 -0.1267 -2.4521
C 0.2633 0.0824 -3.2853
C 0.1630 -0.0927 -4.6390
H -2.1955 -0.8173 -8.3472
H -2.9800 -0.0872 -6.9988
H -3.1144 -0.9712 -4.7079
H -2.7946 -0.6492 -2.2879
H 1.2074 0.3666 -2.8310
H 1.0227 0.0278 -5.2854



# 3
54
Properties=species:S:1:pos:R:3 method="wB97M-V/def2-TZVPD" relative_energy_ev=0.0809 max_force_ev_per_a=4.2 homo_lumo_gap_ev="3.75 / 3.77" charge=+2 total_energy_ev=-39025.26631 homo_ev="-11.248 / -11.245"
P -0.0417 -2.4428 -4.5996
P -0.4459 1.1425 -5.4683
C -0.6223 -1.5659 -6.0220
C 0.1537 -0.2902 -6.3689
H -1.7054 -1.3753 -5.8981
H -0.5623 -2.2719 -6.8713
H 1.2355 -0.3793 -6.2114
H 0.0101 -0.0743 -7.4350
C -1.9032 1.7746 -6.3366
H -2.4681 2.4999 -5.7359
H -2.5881 0.9667 -6.6118
H -1.5527 2.2586 -7.2570
C 0.7462 2.5193 -5.5750
H 0.6282 3.0693 -6.5260
H 1.7842 2.1415 -5.5392
H 0.6122 3.2578 -4.7628
C -0.8394 -4.1100 -4.9056
H -0.8406 -4.8462 -4.0401
H -0.3893 -4.6406 -5.7528
H -1.8967 -3.9288 -5.1171
C 1.7141 -2.8342 -4.9967
H 2.2653 -1.8929 -5.0300
H 1.7329 -3.3391 -5.9630
H 2.2105 -3.4698 -4.2370
Zr 0.4028 -3.6769 -2.6537
C 0.4961 2.6715 -0.8747
C -0.2268 3.5346 -1.6123
C -1.3497 3.4409 -2.6289
C -2.0197 2.1155 -3.0213
C -1.0777 1.0668 -3.7505
C 0.0256 0.8647 -2.8927
C 1.3835 1.3359 -2.8204
C 1.5578 1.6852 -1.3184
C 2.3495 -3.1059 -1.7958
H 0.4753 2.7817 0.2110
H -0.0392 4.6061 -1.4204
H -1.0451 3.9674 -3.5430
H -2.1410 4.0925 -2.2149
H -2.4093 1.6300 -2.1226
H -2.8995 2.3395 -3.6447
H -1.6755 0.1457 -3.8102
H -0.2056 0.2142 -2.0515
H 1.6158 2.2084 -3.4138
H 2.0718 0.5384 -3.1061
H 1.4252 0.7654 -0.7403
H 2.5778 2.0374 -1.0874
H 2.6855 -2.1338 -2.1586
H 3.1653 -3.8206 -1.9800
H 2.2643 -3.0007 -0.7005
C -0.9560 -1.6300 -0.4791
O -0.4780 -2.3971 -1.5485
H -0.1615 -0.9909 -0.0671
H -1.3012 -2.2907 0.3147
H -1.8042 -0.9929 -0.7919



# 4
55
Properties=species:S:1:pos:R:3 method="wB97M-V/def2-TZVPD" relative_energy_ev=2.6857 max_force_ev_per_a=2.2 homo_lumo_gap_ev=10.78 charge=-1 total_energy_ev=-110429.25424 homo_ev=-8.880
As -0.0380 0.6575 0.2025
F 1.1408 2.0296 0.3842
F -1.2300 1.5993 1.2370
F -1.1863 -0.6963 -0.0797
F 1.2042 -0.2333 -0.6926
F 0.3746 -0.0634 1.7923
F -0.4529 1.4218 -1.3650
O 4.7956 -3.7327 -1.1669
H 3.8470 -3.7886 -1.2822
H 5.0291 -4.5385 -0.7059
O 4.8560 0.1350 4.3514
H 5.0120 -0.0660 3.4286
H 4.1258 -0.4317 4.6003
O -5.8331 2.9197 1.4933
H -5.1560 3.5369 1.7703
H -5.4534 2.4694 0.7388
O -0.1765 4.4865 3.8765
H -0.0648 4.2870 4.8060
H -0.7243 3.7761 3.5426
O 1.1228 -4.6329 -0.8635
H 0.5796 -3.9855 -0.4141
H 1.5456 -5.1227 -0.1581
O 1.6225 2.1374 -5.7113
H 1.3555 2.5551 -4.8925
H 1.9125 2.8611 -6.2665
O -1.5553 -0.2604 -5.3875
H -0.6920 -0.0756 -5.7572
H -1.5096 0.0745 -4.4920
O -3.9204 -2.9210 -2.5466
H -3.4231 -3.2708 -3.2859
H -3.2679 -2.7915 -1.8583
O 2.4329 -1.5096 -4.5033
H 2.1173 -0.6786 -4.8584
H 2.2589 -1.4507 -3.5639
O 5.1150 -0.0663 0.3292
H 5.4874 -0.8792 -0.0124
H 4.3643 0.1106 -0.2378
O 1.4422 -1.9211 5.8337
H 0.9451 -1.5143 5.1240
H 0.9939 -2.7512 5.9955
O -2.8130 -1.3675 4.0771
H -2.3221 -0.7911 3.4914
H -3.6628 -1.4760 3.6503
O -2.4768 4.7400 -3.0844
H -2.5596 4.3872 -3.9703
H -2.1334 4.0115 -2.5671
O -1.4511 -4.9814 2.9875
H -1.5981 -4.0943 3.3158
H -2.2659 -5.4460 3.1782
O 2.8999 5.4805 1.8845
H 2.8541 4.7310 1.2908
H 2.0813 5.4449 2.3795
O -5.1949 0.6759 -1.6393
H -4.8716 -0.1547 -1.9884
H -5.4831 1.1644 -2.4104



# 5
152
Properties=species:S:1:pos:R:3 method="wB97M-V/def2-TZVPD" smiles="CCOS(C)(=O)=O.CCOS(C)(=O)=O.CCOS(C)(=O)=O.CCOS(C)(=O)=O.CCOS(C)(=O)=O.CCOS(C)(=O)=O.CCOS(C)(=O)=O.CCOS(C)(=O)=O.CCOS(C)(=O)=O.COC[C@H](C)N" max_force_ev_per_a=8.2 homo_lumo_gap_ev=9.27 charge=0 total_energy_ev=-189824.11923 homo_ev=-9.358
C -0.9767 0.5136 0.1129
C -0.2921 -0.3668 -0.9374
C -0.6379 -0.1177 -2.3928
O -0.0468 1.1161 -2.8041
C -0.0659 1.2706 -4.2396
N 1.1567 -0.3773 -0.7988
H -0.6001 0.2498 1.1029
H -2.0490 0.3841 0.0240
H -0.7376 1.5700 0.0122
H -0.6860 -1.3760 -0.7452
H -1.7185 -0.1307 -2.6226
H -0.1305 -0.9024 -2.9726
H 0.5391 2.1308 -4.4932
H -1.0879 1.3838 -4.6033
H 0.4318 0.4072 -4.6565
H 1.3567 -0.8871 0.0603
H 1.4912 0.5699 -0.7407
O -5.5652 1.3575 -0.1268
S -5.0290 0.4200 0.8230
O -3.9968 0.8286 1.7441
O -6.2452 -0.0859 1.6687
C -6.0430 -0.7784 2.9528
C -7.2146 -0.5950 3.7904
C -4.5567 -1.0117 -0.0127
H -5.1252 -0.4947 3.4584
H -5.9952 -1.8298 2.6591
H -8.1778 -0.9857 3.5065
H -7.3562 0.4372 4.1498
H -6.8287 -1.1540 4.6667
H -3.7347 -0.7580 -0.6666
H -5.3783 -1.4636 -0.5617
H -4.2204 -1.7131 0.7240
O 2.5977 -3.4290 3.2613
S 3.0005 -2.3322 2.4040
O 2.2426 -1.0569 2.3878
O 4.4988 -1.9740 2.7326
C 5.2842 -2.9455 3.3810
C 6.6541 -2.4077 3.7863
C 3.0464 -2.8444 0.9359
H 5.4910 -3.7839 2.7144
H 4.7272 -3.3171 4.2327
H 7.2809 -3.2215 4.1852
H 6.5943 -1.7240 4.6367
H 7.1331 -1.9986 2.8950
H 2.0511 -3.1863 0.6758
H 3.7189 -3.6962 0.9185
H 3.4513 -2.0327 0.3194
O -1.8581 5.9543 2.3636
S -2.9888 5.8233 1.4558
O -3.6181 7.0347 0.9507
O -2.3318 5.0517 0.2788
C -2.9636 4.9126 -0.9971
C -2.7113 3.6339 -1.6422
C -4.0360 4.6746 2.1087
H -2.6229 5.6809 -1.6670
H -4.0246 5.0647 -0.8719
H -3.3170 3.6426 -2.5727
H -3.1101 2.7709 -1.1314
H -1.6876 3.5623 -1.9725
H -4.8952 5.1625 2.5611
H -3.4873 4.0948 2.8322
H -4.3646 4.0745 1.2651
O 3.4663 -2.3102 -2.4987
S 4.2098 -1.0301 -2.4119
O 4.8324 -0.7691 -1.1439
O 5.2916 -1.1251 -3.5559
C 5.0900 -2.0654 -4.6655
C 6.1667 -1.9387 -5.6636
C 3.4078 0.3557 -2.9242
H 4.1397 -1.8953 -5.1556
H 5.1183 -3.0251 -4.1528
H 5.9464 -2.8031 -6.2926
H 7.1960 -2.0650 -5.3024
H 6.1119 -1.0170 -6.2118
H 3.3040 0.3688 -3.9935
H 3.9614 1.2580 -2.6430
H 2.4019 0.4879 -2.5579
O 3.6271 3.4625 4.7809
S 3.0293 2.3055 4.2054
O 2.7677 1.1595 5.0680
O 1.6363 2.8766 3.7253
C 0.6602 1.9097 3.1542
C -0.6604 2.5888 3.1285
C 3.8618 1.8095 2.7598
H 0.7072 1.0248 3.7645
H 0.9888 1.6150 2.1555
H -0.9358 2.7075 4.1651
H -1.3488 1.9373 2.5921
H -0.6660 3.5562 2.6424
H 4.7957 1.3428 3.1026
H 3.9682 2.7162 2.1897
H 3.2558 1.0164 2.3358
O -1.2698 -6.2286 -1.5780
S -0.0467 -5.4573 -1.5162
O 0.7425 -5.5694 -0.2985
O 0.8751 -5.8219 -2.6791
C 2.3013 -5.5193 -2.6390
C 2.7976 -5.2666 -4.0368
C -0.3319 -3.7788 -1.8199
H 2.8213 -6.3836 -2.2424
H 2.4631 -4.6929 -1.9807
H 3.8557 -5.0689 -3.8868
H 2.3376 -4.3559 -4.3978
H 2.6851 -6.0742 -4.7811
H -1.0964 -3.4389 -1.1164
H -0.6013 -3.7185 -2.8671
H 0.6558 -3.3207 -1.6510
O -1.6769 -0.7956 -6.4968
S -2.4131 -1.8567 -5.8417
O -1.6881 -2.8161 -5.0506
O -3.4345 -1.2406 -4.8401
C -4.1429 0.0104 -5.0259
C -4.7856 0.4948 -3.8056
C -3.3183 -2.7271 -6.9806
H -4.9202 -0.1787 -5.7807
H -3.4193 0.7267 -5.3873
H -5.6465 -0.0972 -3.5285
H -5.1418 1.4593 -4.1921
H -4.0835 0.6990 -2.9983
H -2.6567 -3.2675 -7.6453
H -3.9581 -2.0777 -7.5735
H -3.9187 -3.4586 -6.4699
O 4.0576 3.6028 -1.1251
S 2.6742 3.7520 -0.7580
O 2.0500 2.6229 -0.0823
O 2.5366 5.0054 0.1693
C 1.4534 5.1978 1.0856
C 1.5205 6.5729 1.6862
C 1.7053 4.1565 -2.1144
H 1.7028 4.4487 1.8408
H 0.4798 5.0375 0.6549
H 0.9433 7.2881 1.0814
H 2.4977 7.0073 1.8076
H 0.8904 6.4967 2.5693
H 2.3460 4.6890 -2.8452
H 0.9598 4.8281 -1.7059
H 1.2869 3.2159 -2.4516
O -2.1973 -3.2645 6.0350
S -0.7920 -3.0467 6.3714
O 0.1438 -4.0904 6.0987
O -0.2804 -1.8317 5.5994
C -1.1603 -0.7242 5.1992
C -1.7743 -1.0036 3.8972
C -0.5838 -2.5475 8.0374
H -0.5327 0.1626 5.1847
H -1.9014 -0.5566 5.9722
H -2.4081 -1.8940 3.8877
H -1.0205 -1.0676 3.1332
H -2.5116 -0.1857 3.7842
H -1.1462 -1.6222 8.1869
H 0.4487 -2.3087 8.1628
H -0.9390 -3.3735 8.6394



# 6
22
Properties=species:S:1:pos:R:3 method="wB97M-V/def2-TZVPD" relative_energy_ev=1.0614 max_force_ev_per_a=1.3 homo_lumo_gap_ev=9.65 charge=+1 total_energy_ev=-8401.61510 homo_ev=-12.515
C -1.2307 -0.0844 1.9249
C -0.9316 -1.3865 2.0045
N -1.4699 -2.3714 1.1629
H -2.0707 0.2535 1.3298
H -0.7816 0.6275 2.6047
H -0.2285 -1.7408 2.7479
H -2.0396 -2.0203 0.4120
H -1.9625 -3.0838 1.6959
C -0.5849 1.9896 -1.5032
C 0.4460 0.8696 -1.6755
N 0.9934 0.4246 -0.3605
C 2.1463 -0.5217 -0.4614
H -0.0930 2.8006 -0.9602
H -0.8219 2.4086 -2.4724
H -1.4203 1.6071 -0.9252
H 0.0631 -0.0120 -2.1840
H 1.2910 1.2591 -2.2450
H 0.2358 -0.0357 0.1711
H 1.2318 1.2086 0.2360
H 1.8264 -1.3569 -1.0763
H 2.4465 -0.8480 0.5267
H 2.9552 0.0126 -0.9528



# 7
23
Properties=species:S:1:pos:R:3 method="wB97M-V/def2-TZVPD" smiles="C#CS(=O)(=O)/C(C)=C(/C#N)C(=C)C#CN" relative_energy_ev=8.2613 max_force_ev_per_a=2.9 homo_lumo_gap_ev=7.94 charge=0 total_energy_ev=-28402.19631 homo_ev=-8.505
C 0.9632 -2.0026 1.1899
C -2.6722 -0.0499 0.7566
C 0.1369 -1.8423 0.3507
C -1.2894 0.0380 0.2493
C 1.1953 0.1365 -1.5864
C -0.4505 1.1025 0.4625
C -0.8452 -1.2929 -0.4551
C -1.3515 -1.4555 -1.6650
C 1.5256 0.0221 -2.7398
C -0.9887 2.4144 0.9861
N 2.0110 -2.2673 1.9747
N -3.7798 -0.0504 1.0605
O 1.6667 2.4521 -0.5205
O 2.1403 0.4101 0.7991
S 1.2632 1.1225 -0.1203
H -2.1804 -0.7205 -1.9995
H -0.8904 -2.0322 -2.4784
H 2.8021 -2.8310 1.6215
H 1.8123 -0.0247 -3.7741
H 2.2776 -1.3270 2.4166
H -2.0257 2.2013 1.3613
H -0.9354 3.3258 0.2852
H -0.3850 2.6711 1.8253



# 8
15
Properties=species:S:1:pos:R:3 method="wB97M-V/def2-TZVPD" smiles="O=C(O)CCO.O" relative_energy_ev=0.9580 max_force_ev_per_a=1.5 homo_lumo_gap_ev=11.27 charge=0 total_energy_ev=-11430.31137 homo_ev=-10.582
O -1.4784 -0.9301 -0.4547
C -1.5091 -0.3101 0.5705
O -1.8996 -0.9188 1.7553
C -1.1789 1.1562 0.7949
C 0.0833 1.6041 0.0992
O 1.2226 1.0826 0.8383
H -2.7701 -1.2799 1.5310
H -1.0991 1.3044 1.8668
H -2.0331 1.6895 0.3653
H 0.0945 2.6937 0.0666
H 0.1911 1.1242 -0.8778
H 1.9770 1.4992 0.3969
H 2.8107 -2.6856 -1.5679
H 2.8835 -3.4694 -2.8457
O 2.7057 -2.5599 -2.5388